1) A 17-piece molecular cluster, C68H119N17 overall. Source: the OMol25 dataset; level of theory: ωB97M-V with the def2-TZVPD basis set.

Each line ends with the Löwdin charge.
CARTESIAN COORDINATES (ANGSTROEM)
N 2.028 -4.831 2.718  0.146
N 1.384 -2.099 -4.138  0.183
N 2.197 -0.373 1.558  0.163
N 0.259 1.608 6.803  0.154
N 4.706 2.300 -0.414  0.157
N -0.463 1.545 -2.990  0.186
N -1.674 -4.818 -0.247  0.158
N -0.764 4.162 1.289  0.196
N -4.738 -0.178 -1.185  0.180
N -4.191 3.452 0.849  0.194
N 6.915 -0.755 2.655  0.155
N 5.672 -8.667 -4.094  0.145
N 1.229 5.003 5.394  0.161
N 6.966 -2.110 -2.941  0.157
N -8.469 6.166 4.928  0.127
N 1.622 -3.360 -0.372  0.201
N -5.819 -6.346 -1.059  0.135
C 3.254 0.940 -3.816  -0.225
C -0.589 -4.160 -2.543  -0.209
C -1.192 -4.565 -1.287  -0.231
C 6.498 -3.205 0.433  -0.092
C -7.677 3.359 2.000  -0.103
C -4.168 -1.763 2.419  -0.088
C 2.560 5.237 -1.840  -0.094
C 0.734 -0.138 -0.631  -0.182
C 3.728 2.863 -0.129  -0.195
C -7.920 5.136 4.736  -0.210
C 4.886 -1.897 3.918  -0.181
C -5.692 -3.701 -1.327  -0.179
C 2.724 -3.665 -0.163  -0.175
C -1.234 -4.876 -3.784  -0.251
C 1.715 4.208 -1.008  -0.247
C 5.036 -2.861 0.160  -0.257
C -6.354 -3.387 -3.735  -0.108
C -0.499 -2.416 3.470  -0.256
C -1.570 4.969 1.495  -0.216
C -1.729 7.435 -0.286  -0.100
C -1.160 0.871 -3.633  -0.200
C 2.293 2.836 4.401  -0.179
C 3.500 2.187 5.109  -0.239
C -7.252 3.842 4.527  -0.197
C -4.873 3.036 -2.731  -0.256
C -0.366 -3.646 2.553  -0.186
C -3.726 3.049 -1.744  -0.188
C -2.568 6.037 1.712  -0.181
C -5.924 -0.197 1.169  -0.159
C -6.745 -3.097 -2.294  -0.254
C 1.580 -0.266 0.588  -0.235
C -4.006 3.261 -0.287  -0.173
C -2.301 1.975 3.952  -0.112
C -5.654 4.353 -2.918  -0.091
C 4.488 -4.962 -3.762  -0.112
C 1.718 4.089 4.932  -0.249
C -3.595 -0.350 -6.324  -0.098
C 4.448 -6.822 -5.450  -0.209
C -1.954 -0.076 -4.423  -0.175
C -5.266 -0.187 -0.140  -0.196
C -5.089 -0.511 2.433  -0.223
C 4.122 -4.068 0.017  -0.176
C -1.539 0.783 0.481  -0.081
C -6.655 3.516 3.148  -0.260
C 6.983 0.224 -1.760  -0.199
C 5.159 -7.851 -4.707  -0.232
C 2.310 -1.431 -3.893  -0.224
C 3.635 -5.879 -4.605  -0.270
C 2.467 3.611 0.230  -0.171
C -3.067 0.549 -5.246  -0.275
C -5.757 -5.197 -1.174  -0.216
C 8.352 0.937 -1.641  -0.226
C 4.523 3.242 5.531  -0.114
C 7.001 -1.089 -2.442  -0.241
C 2.915 1.317 -5.275  -0.102
C 5.097 -3.395 4.219  -0.268
C -2.700 -4.698 -3.940  -0.123
C -0.566 2.376 6.488  -0.209
C -0.291 -2.754 4.935  -0.096
C 6.004 -1.234 3.215  -0.218
C 3.451 -0.611 -3.674  -0.179
C -1.635 3.317 6.045  -0.180
C -2.953 6.783 0.404  -0.231
C -0.794 -0.381 -0.319  -0.191
C 6.345 -3.601 5.042  -0.115
C 0.977 -4.354 2.613  -0.198
C -1.943 3.325 4.540  -0.262
C 9.310 0.315 -0.568  -0.095
H 4.754 4.005 4.788  0.077
H -6.315 0.810 1.314  0.091
H 6.450 -4.654 5.304  0.075
H -2.616 2.041 2.910  0.038
H -2.505 2.980 6.608  0.111
H -3.144 1.563 4.506  0.070
H 5.434 2.695 5.773  0.070
H 7.123 -2.344 0.196  0.051
H -1.113 6.672 -0.762  0.057
H -4.385 0.137 -6.895  0.080
H -6.757 -2.015 -2.160  0.079
H 4.970 -2.269 -0.753  0.082
H 2.977 5.933 -1.112  0.071
H 0.810 4.759 -0.751  0.065
H -6.022 2.632 3.229  0.087
H -1.072 -5.953 -3.807  0.113
H -5.532 2.245 -2.376  0.095
H 5.107 -4.343 -4.412  0.072
H -5.936 4.276 2.841  0.083
H 8.787 -0.016 0.330  0.052
H 0.492 -4.294 -2.519  0.080
H -2.582 0.519 0.658  0.035
H -2.695 1.453 -5.726  0.118
H -3.983 -1.271 -5.889  0.070
H 4.608 -1.302 4.787  0.114
H -7.803 -3.295 -2.125  0.111
H -1.174 -3.247 5.343  0.075
H -6.063 4.696 -1.969  0.065
H 5.055 -4.099 3.388  0.093
H 5.104 -6.210 -6.069  0.123
H -2.136 6.720 2.445  0.121
H 1.346 3.410 -1.652  0.073
H 1.484 2.111 4.320  0.096
H 3.792 1.147 -5.900  0.076
H 1.997 5.713 -2.642  0.067
H 3.920 -4.247 -3.167  0.051
H -3.416 -1.670 1.636  0.060
H -5.740 -0.564 3.306  0.110
H 8.872 1.151 -2.575  0.106
H 10.084 0.967 -0.163  0.063
H 4.396 -4.629 -0.876  0.097
H -0.266 -1.798 5.457  0.063
H 4.036 1.457 4.503  0.095
H 4.602 -2.259 0.958  0.084
H 3.716 -0.820 -2.637  0.106
H 2.411 1.283 -3.216  0.073
H -5.395 -3.003 -4.083  0.055
H -8.293 2.460 2.043  0.072
H 5.169 -5.464 -3.075  0.076
H -1.177 -0.435 -5.098  0.118
H -4.999 5.129 -3.313  0.073
H -2.692 4.068 4.266  0.103
H -3.731 7.528 0.570  0.108
H 2.901 -6.385 -3.979  0.114
H 2.041 0.760 -5.612  0.063
H 3.210 1.625 5.997  0.099
H -2.759 -0.539 -6.998  0.082
H -7.180 -3.106 -4.388  0.074
H 3.985 -1.848 3.307  0.084
H 9.884 -0.504 -1.001  0.066
H -2.276 -0.832 -3.707  0.114
H -1.300 -0.592 -1.262  0.070
H -2.990 -3.662 -4.119  0.056
H 1.019 -0.961 -1.287  0.071
H 6.603 0.054 -0.753  0.099
H 4.292 -0.863 -4.319  0.123
H -0.804 -1.285 0.290  0.081
H 2.602 3.172 3.412  0.100
H -1.425 4.349 6.326  0.107
H -7.047 3.347 1.111  0.040
H -6.553 4.315 -3.533  0.071
H 1.026 0.826 -1.047  0.071
H -1.119 -4.409 2.749  0.111
H 2.734 4.378 0.956  0.111
H 6.461 -2.948 5.908  0.082
H -6.474 3.682 5.273  0.111
H -8.252 4.248 1.742  0.075
H -3.475 5.612 2.142  0.085
H 3.390 4.698 -2.297  0.057
H 6.578 -3.482 1.484  0.054
H -6.264 -4.468 -3.838  0.072
H -6.799 -0.842 1.085  0.122
H 0.212 -1.686 3.086  0.085
H -4.445 2.778 -3.700  0.091
H 6.358 0.908 -2.333  0.088
H -1.154 7.992 0.453  0.075
H -4.388 0.296 2.645  0.076
H 4.253 -3.780 4.791  0.100
H -5.799 -3.273 -0.330  0.088
H -3.194 -5.021 -3.024  0.063
H 6.833 -4.096 -0.097  0.079
H -1.012 3.595 4.042  0.072
H -3.867 0.853 -4.571  0.092
H -0.769 -3.097 -2.705  0.086
H -3.683 -1.912 3.384  0.065
H -3.340 2.032 -1.811  0.075
H -3.341 6.088 -0.341  0.081
H 1.781 2.865 0.631  0.080
H 0.632 -3.269 5.202  0.073
H -3.126 -5.238 -4.786  0.083
H 8.055 1.903 -1.232  0.096
H 4.331 -4.744 0.847  0.114
H 4.215 3.747 6.446  0.074
H -0.985 0.992 1.395  0.053
H -4.691 -3.409 -1.645  0.097
H -1.949 8.107 -1.116  0.070
H -2.985 3.805 -2.003  0.121
H -1.515 1.752 -0.017  0.036
H -0.675 -4.387 -4.582  0.096
H 3.831 -7.343 -6.183  0.119
H -8.019 3.113 4.792  0.116
H 2.576 2.351 -5.339  0.070
H 3.063 -5.306 -5.335  0.108
H -4.728 -2.682 2.247  0.072
H -1.487 -1.994 3.285  0.075
H -1.480 1.262 4.029  0.071
H -0.453 -3.370 1.502  0.049
H 4.137 1.517 -3.541  0.093
H 7.171 -3.433 4.351  0.067

Summary:
Charge ... 0
LUMO level ... 0.008 eV


2) A 17-piece molecular cluster, C68H119N17 overall. Source: the OMol25 dataset; level of theory: ωB97M-V with the def2-TZVPD basis set.

Each line ends with the Löwdin charge.
CARTESIAN COORDINATES (ANGSTROEM)
N 4.790 -3.099 2.944  0.169
N 1.195 -6.008 -1.012  0.182
N -6.081 -3.732 -0.467  0.173
N 3.878 -3.742 -4.591  0.176
N 1.936 -0.298 4.094  0.183
N 3.129 3.824 -0.135  0.178
N -7.508 -2.158 4.227  0.148
N -1.513 0.369 -3.868  0.167
N -0.398 9.230 -2.142  0.127
N -1.351 7.911 3.269  0.186
N 4.562 0.072 -4.398  0.155
N -6.102 5.192 -1.477  0.155
N -2.503 3.800 7.169  0.153
N -0.833 2.430 1.277  0.187
N -1.206 -3.586 -7.722  0.128
N 2.635 7.261 1.615  0.136
N 2.076 -6.414 2.649  0.134
C -6.620 -2.667 3.717  -0.226
C 4.658 -2.839 -1.320  -0.265
C -5.452 -4.675 -0.656  -0.208
C -2.189 -0.568 -3.763  -0.218
C -2.000 2.747 7.121  -0.197
C 1.896 3.958 3.520  -0.095
C 4.761 0.396 1.462  -0.085
C 0.696 5.500 1.929  -0.209
C -4.584 -5.860 -0.822  -0.177
C 3.353 -2.791 6.910  -0.095
C 5.074 -0.597 -5.178  -0.264
C 0.686 4.907 3.378  -0.232
C 5.754 -1.473 -6.071  -0.221
C -4.872 1.951 -1.933  -0.231
C -1.864 7.104 3.908  -0.216
C 1.856 -5.394 2.147  -0.251
C 6.590 -1.241 2.272  -0.186
C 1.259 -2.933 2.490  -0.262
C 1.246 -1.539 -5.637  -0.112
C 5.601 -2.295 2.689  -0.187
C -2.981 -2.507 -2.306  -0.246
C 0.393 -6.364 -1.806  -0.162
C 5.060 -1.801 -7.381  -0.245
C -4.176 -2.469 3.221  -0.248
C -6.181 4.073 -1.757  -0.249
C 6.095 0.203 2.303  -0.217
C -0.070 1.735 0.755  -0.189
C 3.961 -0.520 5.781  -0.165
C -3.706 2.753 -2.506  -0.113
C -2.816 7.762 0.116  -0.270
C -4.313 -1.101 2.543  -0.094
C -0.916 -2.454 -7.566  -0.206
C -3.747 5.427 3.928  -0.220
C -3.013 -1.799 -3.678  -0.150
C -1.502 8.490 0.140  -0.216
C 2.557 4.169 -2.646  -0.166
C 3.824 -3.794 -3.427  -0.198
C -0.041 -3.022 3.319  -0.080
C 1.769 6.471 1.737  -0.239
C -3.451 -1.672 -1.134  -0.111
C 6.124 -2.845 -1.745  -0.087
C -3.303 4.603 2.731  -0.106
C -1.811 0.955 4.503  -0.083
C 1.623 -4.087 1.532  -0.218
C 3.843 -1.357 7.110  -0.239
C -6.268 2.671 -2.117  -0.160
C -2.666 6.458 -0.650  -0.107
C 0.327 -0.469 -0.363  -0.234
C -1.360 1.425 7.012  -0.198
C 1.170 4.827 -2.823  -0.221
C 4.752 -0.543 -8.204  -0.106
C 2.807 -0.400 4.863  -0.187
C 2.883 3.981 -1.230  -0.229
C -3.017 -5.581 1.139  -0.096
C 0.933 -0.865 -6.987  -0.241
C -0.891 8.913 -1.160  -0.211
C -1.190 -5.551 -3.578  -0.266
C -0.111 -4.683 -4.162  -0.110
C -0.532 -1.013 -7.437  -0.177
C -5.435 -3.255 3.093  -0.218
C 3.763 -3.886 -1.956  -0.180
C -0.608 -6.752 -2.830  -0.170
C 0.048 4.074 -2.065  -0.097
C 0.930 0.844 0.101  -0.168
C -4.122 -6.423 0.502  -0.248
C -2.544 6.087 4.717  -0.178
C -0.783 1.096 5.654  -0.251
C 1.461 -1.342 -0.941  -0.093
H -0.179 -2.102 3.887  0.046
H 1.183 5.899 -2.628  0.111
H -0.773 7.877 0.670  0.073
H 4.412 1.426 1.392  0.056
H 1.205 -2.065 1.833  0.069
H -4.193 4.289 2.186  0.073
H -0.084 1.900 5.426  0.093
H -2.118 0.708 7.328  0.121
H -4.525 -1.490 -1.124  0.064
H 1.692 -1.187 -7.700  0.097
H 1.243 1.476 -0.730  0.101
H 3.935 -0.260 1.736  0.042
H 3.195 -0.803 7.790  0.101
H 3.996 0.129 -7.800  0.066
H -2.313 6.699 -1.653  0.075
H -4.920 -6.505 1.240  0.111
H 5.853 0.450 3.337  0.088
H -0.284 4.417 3.462  0.073
H -3.349 -3.015 2.767  0.076
H 6.646 -3.746 -1.422  0.081
H 0.442 -1.501 -4.903  0.047
H -2.055 -5.701 0.641  0.068
H 4.614 -2.946 -0.237  0.091
H 1.987 3.224 2.720  0.049
H 2.849 4.488 3.543  0.077
H -1.642 9.379 0.756  0.112
H -2.827 3.667 3.024  0.044
H -1.214 -0.448 -6.802  0.101
H 1.098 0.211 -6.933  0.106
H -0.254 -0.975 0.408  0.102
H -3.709 -5.473 -1.344  0.089
H -2.544 0.160 4.634  0.057
H 4.093 -2.257 -7.166  0.086
H -5.726 -3.343 2.046  0.084
H 0.812 -4.259 0.825  0.078
H -1.367 0.839 3.514  0.048
H -1.979 5.804 -0.114  0.053
H 6.239 -2.715 -2.821  0.062
H 0.880 4.775 -3.872  0.104
H 4.831 -0.869 5.226  0.094
H 0.897 4.661 1.263  0.063
H -0.887 4.588 -2.286  0.058
H -0.052 3.026 -2.350  0.066
H -0.139 0.224 5.769  0.080
H -3.995 -2.337 4.288  0.116
H 2.521 -3.840 0.965  0.088
H 1.500 -2.594 -5.739  0.049
H -5.019 -0.440 3.046  0.080
H -0.168 -7.457 -3.535  0.125
H -1.985 -2.900 -2.101  0.097
H 5.593 -2.576 -7.932  0.114
H -3.301 -2.210 -0.198  0.057
H -0.252 5.971 1.672  0.069
H 2.616 3.147 -3.020  0.114
H 6.633 -0.862 -6.280  0.123
H -3.567 8.410 -0.335  0.113
H 2.509 -2.703 6.227  0.061
H -2.833 -5.925 2.157  0.084
H -3.605 3.792 -2.191  0.057
H -4.207 4.794 4.686  0.095
H 4.488 -0.765 -9.238  0.073
H 6.888 0.876 1.976  0.112
H 0.387 -4.191 -3.327  0.061
H 0.704 -5.288 -4.559  0.086
H 2.141 -1.168 -5.137  0.042
H -0.607 1.391 7.799  0.118
H 6.988 -1.489 1.288  0.105
H -2.441 1.844 4.489  0.057
H 3.333 4.677 -3.218  0.119
H 1.991 -0.904 -1.786  0.081
H -3.835 2.727 -3.588  0.078
H 2.135 -2.832 3.132  0.062
H 2.710 -3.805 -1.684  0.070
H -0.411 -0.252 -1.135  0.086
H 5.654 0.067 -8.262  0.071
H 1.126 -2.341 -1.222  0.057
H 4.278 -1.845 -1.555  0.092
H 2.240 -1.508 -0.196  0.052
H -1.443 -7.249 -2.335  0.109
H 1.808 0.687 0.728  0.103
H -7.012 2.317 -1.404  0.114
H 1.726 3.351 4.410  0.050
H 6.132 -2.384 -5.609  0.109
H -1.909 -5.861 -4.336  0.119
H -2.867 6.527 5.660  0.112
H 0.003 -3.789 4.093  0.074
H 4.166 -3.325 6.417  0.074
H -5.257 -4.246 3.509  0.120
H 4.974 0.140 0.424  0.060
H -4.632 1.742 -0.891  0.101
H -0.468 -4.000 -4.933  0.049
H 0.675 5.715 4.109  0.102
H -4.505 6.163 3.661  0.107
H 7.409 -1.266 2.991  0.112
H -3.643 -3.361 -2.444  0.087
H -3.288 -4.525 1.168  0.048
H -2.626 -2.459 -4.454  0.107
H -4.999 -6.580 -1.526  0.123
H 4.836 -1.387 7.558  0.104
H -2.760 5.148 1.959  0.049
H -0.590 -0.544 -8.419  0.113
H 6.606 -2.025 -1.214  0.062
H -2.968 -0.695 -1.092  0.067
H -3.770 -7.452 0.427  0.112
H -3.218 7.697 1.127  0.093
H -1.766 -4.920 -2.902  0.069
H 0.214 4.161 -0.992  0.042
H -0.855 -3.170 2.610  0.054
H -3.999 -1.427 -3.956  0.123
H -2.768 2.221 -2.346  0.040
H -4.593 -1.070 1.490  0.059
H -3.616 5.926 -0.683  0.044
H -4.892 0.945 -2.352  0.084
H 4.114 -4.908 -1.811  0.127
H -1.803 5.355 5.040  0.078
H 3.107 -3.322 7.830  0.075
H -6.732 2.548 -3.096  0.119
H -3.387 -0.526 2.548  0.051
H 4.092 0.521 6.077  0.114

Summary:
Charge ... 0
LUMO level ... 0.019 eV


Most stable structure among those shown: 1).